(1)
C24H38F6O16PPb | wB97M-V/def2-TZVPD

As for the frontier orbital gap: 1.26 eV. The calculation puts the LUMO energy at -10.0944 eV. The value obtained for the total energy is -3274.17281 Eh. As for the energy above the lowest of the compared OMol25 structures with the same formula, charge and spin: 224.7 kcal per mole. As for the charge: +1.

Each line ends with the Löwdin charge.
Positions of all 86 atoms, in Å:
Pb  28.87337  -15.69441  8.86103  1.79
P  26.88938  -13.33374  4.58902  0.15
F  27.99156  -14.34075  3.90859  -0.21
F  27.95493  -12.94700  5.72892  -0.19
F  25.86472  -13.91416  3.47886  -0.17
F  25.70869  -12.39824  5.22827  -0.16
F  27.43870  -12.24067  3.59289  -0.12
F  26.32425  -14.59348  5.55198  -0.25
O  18.81368  -11.14467  3.74213  0.14
O  32.29683  -15.51642  -2.38299  0.18
O  25.14367  -18.21788  9.57163  -0.16
O  20.05906  -12.92321  3.15251  0.05
O  24.94786  -8.99057  -1.75623  0.05
O  25.00125  -11.84500  10.15515  0.09
O  19.36970  -12.86353  5.19139  0.07
O  29.89626  -5.33766  4.48833  0.07
O  30.73954  -16.47753  -1.24623  0.09
O  30.39112  -14.38380  -1.82814  0.08
O  24.09123  -9.81138  10.46053  0.11
O  25.03786  -6.77569  -1.35804  0.05
O  26.47110  -7.66421  -2.92278  0.15
O  31.31774  -3.56844  3.79109  0.09
O  23.41494  -11.49131  11.71019  0.11
O  30.18852  -4.91211  2.45353  0.12
C  31.23012  -15.43718  -1.90290  -0.60
C  23.10671  -9.26150  11.20034  -0.36
C  29.30796  -5.98308  2.38589  -0.09
C  29.42864  -16.20902  -0.90071  -0.15
C  27.72953  -6.18975  4.54040  0.01
C  22.90679  -18.79819  8.72582  -0.15
C  28.14063  -14.62823  -2.50172  -0.02
C  23.82050  -7.21760  -0.80331  -0.10
C  29.09955  -14.82594  -1.32047  -0.27
C  22.86985  -17.55201  9.60353  -0.18
C  19.27372  -12.23516  4.03497  -0.54
C  24.42716  -18.91930  8.50702  -0.17
C  30.47070  -4.47922  3.58901  -0.55
C  24.18877  -11.13455  10.74080  -0.56
C  20.04927  -14.12293  5.11099  -0.29
C  21.98557  -8.73925  10.28585  -0.01
C  19.07560  -15.09020  5.78160  -0.03
C  24.10363  -17.77639  10.48172  -0.17
C  20.37451  -14.24118  3.59548  -0.07
C  25.63541  -7.77083  -2.05773  -0.47
C  29.15243  -6.27950  3.80138  -0.35
C  22.63314  -10.39363  12.16857  -0.05
C  24.56672  -9.22765  0.57400  -0.02
C  24.03146  -8.73036  -0.71659  -0.37
H  28.74827  -16.86192  -1.44744  0.14
H  27.27069  -7.11630  4.19532  0.07
H  24.66826  -19.98230  8.50419  0.12
H  21.55403  -9.57655  9.73739  0.09
H  29.78152  -6.80106  1.84298  0.15
H  23.46724  -6.77775  0.12934  0.14
H  28.06070  -15.36648  -3.29964  0.09
H  27.76963  -6.14804  5.62887  0.08
H  19.00083  -14.95447  6.86053  0.08
H  19.75866  -15.04338  3.18891  0.13
H  23.10655  -9.20958  -1.03751  0.15
H  24.69061  -18.46156  7.55352  0.12
H  22.54722  -19.53332  9.44582  0.12
H  23.49068  -8.45501  11.82503  0.15
H  28.31666  -13.72727  -3.08941  0.09
H  28.33751  -5.61653  2.05126  0.15
H  23.12603  -7.00916  -1.61717  0.14
H  19.54878  -16.04769  5.56386  0.08
H  21.16996  -8.26693  10.83339  0.09
H  24.45580  -10.30535  0.69378  0.09
H  20.94211  -13.99769  5.72357  0.15
H  29.63871  -7.23485  3.99867  0.15
H  21.54941  -10.47109  12.08132  0.13
H  27.18307  -5.31364  4.19124  0.08
H  22.79384  -16.59299  9.09108  0.12
H  28.89596  -14.24523  -0.42079  0.16
H  22.78250  -10.23540  13.23663  0.13
H  22.30979  -18.71941  7.81725  0.12
H  24.22587  -18.66272  11.10429  0.14
H  21.44581  -14.43188  3.53178  0.13
H  18.07124  -15.17770  5.36722  0.09
H  21.92925  -17.33443  10.10952  0.12
H  24.29925  -16.87977  11.06986  0.12
H  22.37041  -7.94662  9.64419  0.09
H  29.29923  -16.32371  0.17549  0.14
H  27.10726  -14.60732  -2.15560  0.08
H  24.07173  -8.71114  1.39638  0.09
H  25.58852  -8.85393  0.63997  0.10

Cartesian forces, eV/Å:
-0.884 0.389 -0.807
-1.542 -1.866 -1.718
0.420 -0.521 1.039
0.113 0.169 0.779
-0.441 0.652 0.006
1.357 -0.273 -0.363
-0.356 1.200 0.371
0.862 0.132 0.700
0.345 -2.567 1.234
1.493 0.972 -1.171
-0.117 0.682 -1.271
-0.255 -0.695 -1.421
1.840 1.836 -0.983
-1.676 0.860 1.276
-1.090 1.141 0.980
1.897 2.650 1.064
-0.354 -0.983 0.266
0.554 0.114 -0.149
1.758 -1.771 -1.060
1.812 0.655 0.239
-1.284 -0.125 2.146
-3.642 -3.052 0.022
-1.577 -1.145 1.294
0.131 0.661 -5.899
-0.030 0.305 0.608
-2.893 1.822 2.074
-1.147 0.343 -0.602
-2.007 -1.536 0.805
1.122 -1.048 -2.096
0.331 1.165 1.157
-1.269 0.077 0.175
-0.704 -1.111 -1.095
0.942 1.508 -1.579
-0.833 0.364 0.421
1.363 1.999 -1.553
-0.493 -0.322 -0.440
4.560 2.659 4.143
3.517 -0.266 -2.784
-1.411 0.745 0.649
0.185 0.076 0.551
1.157 -1.190 -0.681
-0.006 0.276 -0.310
-0.180 0.350 2.112
-0.781 -1.357 -1.458
-1.913 -1.747 4.415
-0.332 1.290 -0.237
0.060 0.556 0.877
-1.269 0.048 -0.558
0.083 -0.546 0.279
-0.816 0.126 0.336
0.629 0.099 0.042
0.120 0.121 -0.324
-0.470 0.263 -0.362
0.722 0.365 -0.106
0.883 -0.771 0.388
0.500 -0.201 -0.222
0.146 0.144 -0.141
0.050 0.294 -0.647
-0.088 -0.194 0.365
0.217 -0.061 0.005
-0.061 -0.704 -0.730
0.221 0.232 -0.246
0.207 0.349 0.658
0.156 -0.282 -1.037
-0.652 0.012 0.386
-0.153 -0.576 0.484
0.060 -0.135 0.359
0.387 0.146 -0.001
0.118 -0.224 -0.089
-0.377 -0.332 0.376
0.042 -0.948 -0.443
-0.010 -0.061 -0.156
1.521 0.143 -0.600
-0.406 0.459 -0.480
0.617 0.076 -0.144
0.182 -0.289 0.113
-1.699 0.113 0.916
-0.176 0.033 -0.664
0.127 0.571 -0.279
-0.108 -1.192 0.845
0.786 -0.027 -0.206
0.074 -0.349 -0.295
-0.023 -0.249 -0.034
-0.094 0.327 0.268
-0.353 -0.279 0.133
0.310 -0.574 0.082

=====

(2)
C24H38GeN4O2PtSSi | wB97M-V/def2-TZVPD

As for the frontier orbital gap: 7.30 eV. The calculation puts the LUMO energy at -0.8466 eV. The value obtained for the total energy is -4190.81257 Eh. As for the energy above the lowest of the compared OMol25 structures with the same formula, charge and spin: 20.7 kcal per mole.

Each line ends with the Löwdin charge.
Positions of all 72 atoms, in Å:
Pt  -0.16051  0.12522  0.02575  1.01
Ge  -3.07602  1.65250  -0.08481  0.75
S  0.25177  0.36851  2.45993  0.70
Si  -0.11410  -2.24354  0.09784  0.41
O  -0.15165  2.36540  -0.16845  -0.23
O  2.04146  2.88324  -0.22948  0.02
N  2.63269  0.04332  1.17240  0.02
N  0.43744  0.04301  -2.14074  0.03
N  1.94098  0.13315  0.03495  -0.15
N  2.66730  -0.03712  3.43988  -0.02
C  2.31757  0.34660  -3.54579  0.02
C  4.04234  0.51735  -1.10072  0.00
C  0.84551  3.17447  -0.18646  -0.58
C  -0.90058  -3.04884  -1.42234  -0.21
C  -0.33814  -0.06471  -3.21316  -0.11
C  1.51132  0.22982  -4.65979  -0.03
C  0.15062  0.01452  -4.50107  -0.03
C  -1.15786  6.42010  -0.17987  -0.08
C  1.76649  0.23857  -2.27020  -0.19
C  -2.79885  2.65814  1.57961  -0.22
C  1.48533  5.59086  -0.04302  -0.03
C  0.46952  4.64701  -0.15084  -0.12
C  -5.02805  1.27240  -0.09409  -0.23
C  1.17828  6.94225  0.01322  -0.09
C  2.56571  0.30320  -1.06636  -0.30
C  -2.76062  2.39660  -1.88193  -0.23
C  1.67141  -2.87747  0.11323  -0.21
C  -0.85305  5.06614  -0.21585  -0.03
C  1.97927  0.13077  2.28666  -0.76
C  -2.22482  -0.13385  0.08478  -0.48
C  -0.14422  7.36015  -0.06067  -0.10
C  4.81359  1.22918  3.40570  -0.08
C  4.12122  -0.12856  3.45189  -0.25
C  -0.94075  -3.00736  1.61190  -0.22
H  -0.72853  -4.07916  1.63966  0.03
H  4.55607  -0.38796  -1.43846  0.10
H  4.41051  -0.67399  4.35087  0.11
H  -5.30512  0.63294  -0.93404  0.01
H  4.40713  -0.71518  2.58223  0.10
H  -1.74843  2.88983  1.74222  -0.01
H  -2.19087  6.74074  -0.23829  0.10
H  1.97068  7.67158  0.12784  0.10
H  3.38122  0.50364  -3.64602  0.12
H  2.22450  -2.52503  0.98426  0.02
H  -2.53482  -0.54873  1.04479  -0.01
H  -0.39529  -2.75482  -2.34476  0.01
H  2.21487  -2.55862  -0.77932  0.02
H  4.57778  1.73964  2.47163  0.07
H  -1.95778  -2.79797  -1.52257  0.02
H  -3.23040  1.72903  -2.60866  0.01
H  -5.57942  2.21063  -0.19377  0.01
H  4.38665  0.76039  -0.10298  0.07
H  1.93415  0.29722  -5.65340  0.12
H  -2.60704  -0.76603  -0.72039  -0.02
H  -0.38196  8.41547  -0.01208  0.10
H  -0.50918  -0.09711  -5.34817  0.11
H  -5.35511  0.79018  0.82805  0.01
H  -2.02456  -2.88172  1.58193  0.02
H  4.48584  1.85749  4.23531  0.07
H  -3.37718  3.58259  1.59823  0.02
H  -1.64155  4.33162  -0.28622  0.07
H  2.21914  0.31431  4.27092  0.12
H  4.29967  1.33558  -1.77299  0.09
H  -3.14474  2.02576  2.40000  0.02
H  -1.69844  2.46812  -2.10905  0.00
H  1.67120  -3.96989  0.13519  0.03
H  -3.21134  3.38301  -1.99571  0.02
H  -1.38983  -0.23464  -3.01986  0.12
H  -0.82363  -4.13436  -1.32811  0.03
H  2.50884  5.24473  -0.00057  0.11
H  5.89439  1.10082  3.47315  0.07
H  -0.57754  -2.56436  2.53984  0.01

Cartesian forces, eV/Å:
1.897 -0.992 0.593
-0.664 -0.645 0.130
-0.844 -0.312 -1.761
-0.046 -0.424 0.375
-0.104 0.065 -0.049
-0.010 -0.065 -0.023
1.164 0.126 0.294
-0.598 0.026 1.203
-0.966 0.184 0.007
0.022 0.211 -0.045
0.182 -0.063 0.236
0.019 -0.112 -0.246
-0.087 0.157 0.023
-0.027 0.362 0.023
-0.395 -0.055 0.115
-0.153 -0.031 -0.148
0.247 0.023 0.043
-0.035 -0.006 -0.007
-0.524 0.176 -0.782
0.181 0.073 -0.212
-0.087 0.095 -0.006
0.061 -0.165 -0.011
0.109 0.179 -0.039
0.033 -0.013 0.026
0.884 -0.100 0.473
0.172 0.019 0.147
-0.122 0.241 -0.047
0.003 0.114 0.018
-0.418 -0.176 -0.105
0.182 1.163 -0.146
0.020 -0.016 0.040
-0.120 -0.067 -0.043
0.107 0.160 0.004
-0.057 0.231 -0.122
0.024 -0.007 -0.058
0.021 0.028 -0.013
-0.043 -0.031 -0.009
0.027 -0.017 -0.004
0.023 -0.097 0.070
0.009 0.018 -0.035
0.003 0.006 0.012
-0.001 0.007 -0.047
-0.006 0.025 -0.021
0.004 0.010 0.000
-0.015 -0.109 -0.051
0.019 -0.050 -0.012
0.038 -0.038 -0.001
-0.010 0.030 0.019
-0.010 -0.022 -0.002
-0.084 -0.011 0.057
-0.042 -0.021 0.001
-0.001 0.022 0.011
0.056 0.026 0.026
0.083 -0.088 0.023
-0.012 -0.002 -0.022
-0.046 0.022 0.026
0.053 -0.015 0.017
-0.004 0.005 0.009
0.047 0.023 0.004
-0.005 0.002 -0.023
0.035 -0.043 -0.025
-0.062 -0.150 0.029
-0.066 0.012 -0.007
-0.057 -0.033 -0.047
0.016 0.071 0.067
-0.094 -0.009 -0.029
-0.006 0.002 0.002
0.011 0.047 0.029
0.044 -0.002 0.043
-0.005 -0.025 0.020
0.008 0.028 0.005
0.024 0.018 -0.021

=====

(3)
C24H38N4OPdTe | wB97M-V/def2-TZVPD

As for the expectation value of S²: 0.754. As for the frontier orbital gap (alpha / beta): 5.22 / 5.92 eV. The calculation puts the LUMO energy (alpha / beta) at 2.6264 / 2.6217 eV. The spin multiplicity is 2. The value obtained for the total energy is -1627.47857 Eh. As for the energy above the lowest of the compared OMol25 structures with the same formula, charge and spin: 0.2 kcal per mole. As for the charge: -1.

Each line ends with the Löwdin spin population.
Positions of all 69 atoms, in Å:
Te  1.19371  1.24204  0.51005  0.01
Pd  -0.01983  -2.31559  0.57204  0.69
O  3.09456  -2.86945  0.61589  0.00
N  -0.05979  -2.20731  3.50480  0.00
N  -1.67612  -3.87574  0.24580  0.01
N  0.92245  -4.20614  1.50586  0.07
N  1.60104  -1.09820  0.67464  0.08
C  1.02648  0.75455  -2.73582  0.00
C  -0.39142  0.42137  -0.65726  0.03
C  -1.70923  3.29012  0.78652  0.00
C  0.03944  5.96832  -1.22407  0.00
C  0.28815  -3.56697  3.88653  0.00
C  -1.87204  0.03197  1.41422  0.00
C  -1.56608  -0.05855  -0.06147  0.02
C  -3.45933  -1.42939  -3.08156  0.00
C  -0.89721  5.25548  -0.48239  0.00
C  1.53879  4.06267  -1.01503  0.00
C  4.00785  -0.67800  0.60095  0.00
C  1.28153  -4.20568  2.91701  0.01
C  -1.33767  -5.06261  1.04506  0.00
C  -1.22248  -0.30653  -2.80626  0.00
C  -0.22463  0.28722  -2.04694  0.01
C  2.79484  -1.62059  0.63058  0.01
C  2.92123  3.54900  -1.36428  0.00
C  1.25002  5.35434  -1.47451  0.00
C  0.59250  3.33026  -0.28013  0.01
C  -0.63559  3.97320  -0.01707  0.00
C  -0.26174  7.35757  -1.72153  0.00
C  0.16931  -5.32239  0.99216  0.00
C  -2.54912  -0.64836  -0.86588  0.01
C  -2.39584  -0.78538  -2.23177  0.00
H  0.57084  7.75363  -2.30439  0.00
H  0.70110  -1.72502  3.03001  0.00
H  -1.15326  0.65576  1.93617  0.00
H  -1.43375  -4.01473  -0.73000  0.00
H  -0.63172  -4.16182  3.93993  0.00
H  0.38931  -6.26157  1.52492  0.00
H  2.22491  -3.65530  2.97631  0.00
H  0.96323  0.57370  -3.81040  0.00
H  -3.45945  -1.00816  -0.39261  0.00
H  -2.12389  2.44266  0.23820  0.00
H  1.18667  1.82020  -2.56804  0.00
H  1.47934  -5.22967  3.27674  0.00
H  -1.15109  7.36778  -2.35618  0.00
H  -1.07696  -0.40599  -3.87825  0.00
H  3.06663  2.51544  -1.06408  0.00
H  3.09386  3.62384  -2.44175  0.00
H  2.00644  5.88718  -2.04688  0.00
H  -2.52407  3.97874  1.01930  0.00
H  -1.63451  -4.86116  2.07494  0.00
H  -0.36402  -1.65439  4.29462  0.00
H  -1.83723  -0.95714  1.87567  0.00
H  -1.85730  5.71488  -0.25858  0.00
H  -2.66057  -3.65245  0.29479  0.00
H  1.89679  0.22826  -2.33735  0.00
H  -0.44746  8.04496  -0.89247  0.00
H  0.75782  -3.63856  4.87967  0.00
H  -4.29510  -1.77306  -2.47062  0.00
H  -1.87411  -5.95991  0.70886  0.00
H  -3.85103  -0.72952  -3.82328  0.00
H  4.01294  -0.09041  -0.32036  0.00
H  0.45076  -5.47011  -0.05571  0.00
H  3.68833  4.15466  -0.87355  0.00
H  -3.06203  -2.28970  -3.62524  0.00
H  3.97927  0.03406  1.42837  0.00
H  4.92224  -1.26683  0.65745  0.00
H  -2.87650  0.43839  1.56579  0.00
H  -1.30147  2.90003  1.72015  0.00
H  1.78127  -3.94992  0.97173  0.00

Cartesian forces, eV/Å:
0.104 0.044 -0.166
-0.218 -0.190 -0.260
-0.019 -0.032 -0.017
-0.015 0.021 0.117
0.345 0.024 -0.030
0.338 -0.100 0.150
0.075 0.155 0.199
0.013 -0.018 -0.009
-0.073 0.020 0.075
0.002 -0.023 0.002
-0.007 -0.002 0.009
0.045 -0.018 -0.034
-0.125 -0.028 0.052
0.000 -0.011 0.019
0.004 0.002 0.000
0.006 0.007 -0.022
-0.007 0.021 -0.009
-0.023 -0.026 -0.022
-0.043 -0.029 -0.045
-0.049 -0.056 -0.038
-0.007 0.000 -0.017
-0.020 0.025 -0.016
0.017 0.009 0.091
-0.002 0.014 -0.001
-0.006 -0.016 -0.012
0.122 -0.015 0.022
-0.027 -0.025 0.024
-0.002 0.003 0.000
-0.136 0.099 0.020
-0.017 -0.012 -0.071
-0.005 0.006 0.018
0.000 0.001 0.000
-0.037 -0.030 -0.036
0.020 0.008 0.012
-0.122 -0.067 -0.036
0.015 -0.053 -0.004
-0.034 0.013 0.025
-0.033 0.034 0.007
0.002 -0.003 -0.001
-0.013 0.006 0.008
0.002 0.013 0.014
-0.004 0.000 -0.008
-0.001 -0.001 -0.051
0.001 0.000 0.000
-0.001 -0.004 -0.001
-0.006 -0.014 -0.011
0.003 0.013 0.005
0.000 0.001 -0.002
-0.001 0.006 0.002
-0.011 0.014 0.008
0.046 0.007 0.002
0.018 -0.031 0.007
-0.001 -0.001 0.002
0.009 0.108 0.045
-0.009 0.002 0.010
-0.001 0.000 0.000
-0.020 0.031 -0.007
-0.009 0.002 0.000
0.006 0.001 -0.004
-0.004 -0.006 -0.001
-0.007 -0.004 -0.006
0.030 -0.012 0.005
-0.004 -0.007 0.012
-0.003 -0.003 -0.009
-0.003 0.003 0.013
0.000 0.008 0.008
0.010 0.045 -0.014
-0.003 -0.013 -0.011
-0.108 0.085 -0.011

=====

| no. | M (g/mol) |
| --- | --- |
| 1 | 934.71 |
| 2 | 742.43 |
| 3 | 632.62 |